Entry from OMol25: a molecular structure, C2HFO2Sn (the ωB97M-V functional and the def2-TZVPD basis).

```
7
Properties=species:S:1:pos:R:3:nbo_charge:R:1
H 1.18 1.40 -2.18 -0.426
C 1.19 1.04 0.17 0.646
C 0.23 0.03 0.04 0.671
O -0.23 -0.29 -1.07 -0.787
O 1.70 1.97 0.65 -0.226
F -0.36 -0.33 1.16 -0.216
Sn -0.02 0.22 -2.85 1.339
```

## Properties
* electronic energy: -541.04287 a.u.
* Kohn-Sham gap (alpha / beta): 8.2893 / 7.3321 eV
* net charge: +1
* multiplicity: 2


Entry from OMol25: C10H9ClF3N in the gas phase (the ωB97M-V functional and the def2-TZVPD basis).

```
24
Properties=species:S:1:pos:R:3:nbo_charge:R:1
C 1.14 -2.70 -0.12 -0.156
C 1.86 -2.18 0.98 -0.321
C -0.04 -2.16 -0.49 -0.254
C 1.53 -0.90 1.35 0.076
C -0.47 -0.89 0.03 0.188
C 0.85 1.18 0.63 -0.265
C 0.61 1.57 -0.79 -0.196
C 0.35 2.78 -1.29 -0.374
C -1.76 -0.47 -0.22 -0.280
C -2.51 0.75 0.18 0.965
N 0.49 -0.22 0.79 -0.376
F -1.92 1.44 1.20 -0.332
F -2.83 1.69 -0.84 -0.351
F -3.78 0.50 0.66 -0.330
Cl -2.64 -1.39 -1.37 0.024
H 1.38 -3.70 -0.47 0.223
H 2.57 -2.73 1.56 0.230
H -0.52 -2.63 -1.35 0.246
H 2.18 -0.23 1.84 0.203
H 2.00 1.35 0.87 0.228
H 0.16 1.88 1.21 0.235
H 0.91 0.64 -1.38 0.197
H 0.27 2.76 -2.32 0.211
H 0.17 3.66 -0.66 0.209
```

## Properties
* electronic energy: -1200.90075 a.u.
* Kohn-Sham gap: 7.9858 eV


Entry from OMol25: 2 unconnected molecules or ions with the total composition C3H2Cl3FO (the ωB97M-V functional and the def2-TZVPD basis).

```
10
Properties=species:S:1:pos:R:3:nbo_charge:R:1
C 1.15 -0.86 0.28 0.401
C -2.57 0.24 -0.51 0.229
C 1.26 0.56 -0.23 -0.322
O 0.22 -1.50 -0.11 -0.465
F -2.69 -0.97 -0.97 -0.314
Cl -2.50 0.30 1.13 0.043
Cl -0.30 0.87 -1.04 0.070
Cl 1.32 1.50 1.29 -0.035
H 1.99 -1.06 0.89 0.143
H 2.13 0.94 -0.73 0.252
```

## Properties
* electronic energy: -1671.04586 a.u.
* Kohn-Sham gap: 9.1652 eV


Entry from OMol25: a molecular structure, C13H19Br2DyN6O2STe (the ωB97M-V functional and the def2-TZVPD basis).

```
45
Properties=species:S:1:pos:R:3:lowdin_spin:R:1
Dy 0.48 -0.07 -0.74 5.073
Br 0.14 -5.25 -2.13 -0.001
C 0.10 -4.37 -0.48 -0.001
C -0.01 -5.17 0.65 0.000
C -0.54 -4.69 1.81 -0.001
Br -0.84 -5.91 3.18 0.000
C -0.81 -3.33 2.00 0.000
C -1.25 -2.73 3.23 0.000
C -1.59 -1.40 3.19 0.000
C -1.23 -0.54 2.13 0.000
N -0.72 -1.05 0.97 -0.007
C -0.54 -2.46 0.89 0.001
C -0.07 -2.99 -0.37 0.001
O 0.40 -2.15 -1.22 -0.016
H 0.32 -6.23 0.64 0.000
H -1.47 -3.30 4.11 0.000
H -2.17 -1.08 4.06 0.000
H -1.41 0.60 2.19 0.000
N -0.74 0.03 -3.03 -0.013
N -1.92 -0.17 -2.24 -0.002
C -2.34 0.77 -1.33 -0.002
N -3.64 0.64 -1.01 -0.001
S -1.37 1.98 -0.59 -0.007
H -0.82 0.92 -3.51 0.000
H -0.71 -0.68 -3.81 0.000
H -2.38 -1.09 -2.28 0.000
H -4.23 0.02 -1.55 0.000
H -4.04 1.40 -0.45 0.000
N 3.21 0.68 2.44 0.000
C 3.21 1.10 1.16 0.000
N 4.18 1.86 0.67 0.000
O 2.25 0.71 0.36 -0.018
H 4.00 0.91 3.05 0.000
H 2.60 -0.03 2.69 0.000
H 4.91 2.33 1.17 0.000
H 4.14 2.22 -0.28 0.000
C -0.55 4.14 -3.14 -0.001
Te 1.09 3.04 -1.99 -0.005
C 1.58 4.47 -0.37 -0.001
H -1.52 3.89 -2.73 0.000
H -0.41 3.90 -4.16 0.000
H -0.34 5.18 -2.87 0.000
H 2.50 4.93 -0.66 0.000
H 1.76 3.78 0.45 0.000
H 0.78 5.19 -0.10 0.000
```

## Properties
* electronic energy: -7684.63971 a.u.
* Kohn-Sham gap (alpha / beta): 6.8153 / 6.7954 eV
* net charge: +2
* multiplicity: 6


Entry from OMol25: a gas-phase ion, C3H8OS (charge +1) (the ωB97M-V functional and the def2-TZVPD basis).

```
13
Properties=species:S:1:pos:R:3:nbo_charge:R:1
C 1.78 0.58 0.01 -0.048
O 1.47 1.52 1.00 -0.673
C 0.58 0.17 -0.99 -0.463
C -0.37 -0.96 -0.69 -0.636
S -1.70 -0.59 0.35 0.678
H 2.55 0.83 -0.82 0.216
H 2.08 -0.35 0.60 0.178
H 0.62 1.68 1.11 0.463
H -0.03 1.12 -1.09 0.231
H 1.08 0.02 -2.02 0.268
H -0.01 -1.85 -0.31 0.274
H -0.77 -1.18 -1.74 0.346
H -2.11 -1.82 0.73 0.168
```

## Properties
* electronic energy: -592.12529 a.u.
* Kohn-Sham gap (alpha / beta): 10.3426 / 5.1820 eV
* net charge: +1
* multiplicity: 2


Entry from OMol25: a molecular structure, C18H17AsO8P2RuS3Sb (the ωB97M-V functional and the def2-TZVPD basis).

```
51
Properties=species:S:1:pos:R:3:nbo_charge:R:1
Ru -0.39 -0.62 0.33 0.933
O 0.03 0.80 3.99 -1.018
P -0.98 1.23 2.82 2.567
O -1.68 2.47 3.16 -1.111
O -0.21 1.16 1.48 -1.169
O -2.01 -0.05 2.77 -1.097
P -1.51 -1.57 2.51 2.498
O -1.89 -2.32 3.88 -0.987
O -2.24 -2.14 1.35 -1.098
O 0.01 -1.52 2.39 -1.134
H 0.45 -0.04 3.73 0.518
H -2.63 -2.92 3.71 0.507
S -0.90 -2.18 -4.37 -0.563
Sb 0.34 -1.04 -2.82 0.947
S 0.33 -2.41 -0.81 -0.389
S -1.27 0.27 -1.53 -0.445
O 1.74 0.36 -0.47 -1.162
As 2.44 1.60 0.37 2.008
C 3.01 1.19 2.15 -0.429
C 2.75 2.01 3.23 -0.125
C 3.24 1.67 4.49 -0.212
C 3.96 0.50 4.65 -0.203
C 4.20 -0.34 3.57 -0.214
C 3.73 0.00 2.31 -0.186
C 1.54 3.29 0.35 -0.321
C 2.20 4.42 0.83 -0.237
C 1.54 5.64 0.85 -0.227
C 0.23 5.72 0.39 -0.195
C -0.41 4.59 -0.10 -0.193
C 0.24 3.37 -0.12 -0.179
C 4.11 1.95 -0.54 -0.300
C 4.14 1.72 -1.92 -0.220
C 5.31 1.95 -2.63 -0.200
C 6.45 2.39 -1.98 -0.211
C 6.43 2.60 -0.61 -0.221
C 5.26 2.38 0.11 -0.225
H 2.14 2.90 3.12 0.227
H 3.02 2.30 5.34 0.215
H 4.33 0.22 5.64 0.210
H 4.74 -1.27 3.71 0.214
H 3.89 -0.65 1.47 0.233
H 3.23 4.35 1.17 0.212
H 2.04 6.52 1.23 0.208
H -0.29 6.67 0.42 0.208
H -1.43 4.66 -0.46 0.217
H -0.27 2.47 -0.47 0.261
H 3.25 1.36 -2.42 0.238
H 5.33 1.76 -3.70 0.212
H 7.36 2.56 -2.53 0.208
H 7.32 2.94 -0.09 0.210
H 5.25 2.53 1.18 0.219
```

## Properties
* electronic energy: -5746.62376 a.u.
* Kohn-Sham gap (alpha / beta): 7.7554 / 5.7086 eV
* net charge: -1
* multiplicity: 5


Entry from OMol25: C5H8O in the gas phase (the ωB97M-V functional and the def2-TZVPD basis).

```
14
Properties=species:S:1:pos:R:3:nbo_charge:R:1
C -1.37 0.13 0.91 -0.615
C -0.50 1.10 -1.78 0.302
C -0.07 -0.68 0.82 -0.403
C 1.12 -0.15 -0.02 -0.435
C 0.83 0.62 -1.29 -0.095
O -0.05 -0.01 -2.27 -0.435
H -1.31 0.97 1.62 0.206
H -2.18 -0.53 1.26 0.215
H -1.68 0.54 -0.05 0.216
H 0.30 -0.83 1.85 0.211
H -0.31 -1.68 0.46 0.202
H 1.79 0.46 0.58 0.219
H 1.73 -1.02 -0.31 0.219
H 1.70 1.07 -1.78 0.193
```

## Properties
* electronic energy: -270.42466 a.u.
* Kohn-Sham gap: 10.2344 eV


Entry from OMol25: 2 unconnected molecules or ions with the total composition C2H5IN (the ωB97M-V functional and the def2-TZVPD basis).

```
9
Properties=species:S:1:pos:R:3:nbo_charge:R:1
C -0.13 -0.99 -0.09 -0.291
C 0.44 0.32 0.16 -0.025
N -0.79 0.24 -0.51 -0.576
I 2.10 1.26 -0.49 0.406
H 0.23 -1.60 -0.84 0.244
H -0.32 -1.61 0.80 0.286
H 0.63 1.34 2.72 0.035
H -0.48 0.39 -1.50 0.451
H -1.68 0.65 -0.24 0.470
```

## Properties
* electronic energy: -431.14574 a.u.
* Kohn-Sham gap (alpha / beta): 9.8690 / 8.2102 eV
* net charge: +1


Entry from OMol25: C3H6P2S3 in the gas phase (the ωB97M-V functional and the def2-TZVPD basis).

```
14
Properties=species:S:1:pos:R:3:nbo_charge:R:1
C -1.57 -0.11 -0.68 -0.518
C -0.92 1.16 -0.11 -0.529
C -1.25 -1.42 -0.07 -0.221
P 2.13 0.56 2.14 -0.134
P 2.05 0.23 0.16 0.527
S 0.72 1.44 -0.86 -0.006
S 0.20 -2.15 -0.13 0.110
S 3.47 -0.45 -1.00 -0.440
H -2.72 0.08 -0.78 0.233
H -1.16 -0.21 -1.84 0.258
H -1.54 2.05 -0.28 0.251
H -0.76 1.14 1.03 0.241
H -1.95 -1.90 0.45 0.184
H 3.29 -0.42 1.97 0.043
```

## Properties
* electronic energy: -1995.10830 a.u.
* Kohn-Sham gap: 7.1082 eV


Entry from OMol25: a molecular structure, C6H14FO3Yb (the ωB97M-V functional and the def2-TZVPD basis).

```
25
Properties=species:S:1:pos:R:3:nbo_charge:R:1
F -1.99 -2.42 -2.36 -0.389
C -2.68 1.36 0.23 -0.260
O -1.68 0.66 -0.50 -0.614
C -2.19 -0.14 -1.57 -0.112
C -1.24 -1.28 -1.86 0.023
O 1.68 0.06 -1.35 -1.044
C 2.41 -0.83 -0.57 -0.067
C 2.63 -0.31 0.84 -0.099
O 1.39 0.26 1.26 -0.626
C 1.31 0.59 2.63 -0.251
Yb 0.56 1.63 -0.53 0.876
H -2.17 1.98 0.97 0.202
H -3.27 2.00 -0.44 0.191
H -3.34 0.64 0.74 0.187
H -2.30 0.48 -2.47 0.187
H -3.17 -0.54 -1.29 0.200
H -0.59 -0.99 -2.70 0.202
H -0.79 -1.64 -0.93 0.188
H 3.41 -1.06 -1.00 0.159
H 1.88 -1.80 -0.49 0.137
H 3.41 0.46 0.88 0.171
H 2.91 -1.12 1.53 0.178
H 0.32 1.05 2.80 0.195
H 1.40 -0.32 3.24 0.182
H 2.10 1.30 2.91 0.184
```

## Properties
* electronic energy: -1721.18113 a.u.
* Kohn-Sham gap (alpha / beta): 4.7076 / 6.9492 eV
* multiplicity: 2


Question: Among the records above, which one has the lowest electronic energy?
Answer: C13H19Br2DyN6O2STe